A structure of composition C39H33BrILuN5O2 at a distorted geometry, computed with ωB97M-V/def2-TZVPD.

Each line ends with the Löwdin charge.
Cartesian coordinates (Å):
Lu: 0.51307 -0.51706 0.30173  1.65
C: -0.58808 2.73560 1.02250  -0.16
C: -1.99404 2.52894 0.47813  -0.10
C: -2.16104 1.66474 -0.74425  -0.26
C: -3.31549 1.85370 -1.50230  -0.01
C: -3.54960 1.07272 -2.61567  -0.03
C: -2.60422 0.11828 -2.96052  -0.04
C: -1.48452 0.00051 -2.16788  -0.16
N: -1.25084 0.74060 -1.07149  0.03
N: -0.05534 1.61941 1.82711  -0.21
C: -0.94441 1.26488 2.94220  -0.13
C: -1.96907 0.20833 2.62347  -0.27
C: -3.07208 0.07127 3.45923  -0.01
C: -4.00112 -0.91676 3.19226  -0.03
C: -3.81133 -1.72112 2.07708  -0.03
C: -2.69199 -1.51423 1.29701  -0.12
N: -1.76869 -0.58012 1.56701  0.04
C: 1.22522 2.04780 2.39760  -0.14
C: 2.05576 0.86972 2.83540  -0.27
C: 3.31308 1.06124 3.39201  0.00
C: 4.03413 -0.04305 3.81100  -0.03
C: 3.47144 -1.30539 3.67564  -0.03
C: 2.23082 -1.41166 3.08286  -0.11
N: 1.52988 -0.34847 2.65878  0.03
H: -0.60445 3.64378 1.63952  0.13
H: 0.10991 2.90749 0.19982  0.12
H: -2.39535 3.51331 0.23575  0.13
H: -2.64744 2.12794 1.25656  0.12
H: -4.02481 2.61528 -1.20748  0.12
H: -4.44646 1.20902 -3.20535  0.12
H: -2.72864 -0.51644 -3.82629  0.11
H: -0.72879 -0.73392 -2.41413  0.01
H: -1.45194 2.15691 3.33107  0.14
H: -0.33637 0.86823 3.75557  0.13
H: -3.19129 0.74041 4.30165  0.12
H: -4.86092 -1.05046 3.83538  0.12
H: -4.51505 -2.49912 1.81832  0.11
H: -2.50579 -2.12124 0.42085  0.10
H: 1.06305 2.71302 3.25767  0.15
H: 1.77340 2.62876 1.65699  0.11
H: 3.71047 2.06361 3.48877  0.13
H: 5.02094 0.07356 4.23928  0.12
H: 3.99336 -2.19299 4.00351  0.12
H: 1.77101 -2.37732 2.91122  0.11
Br: 4.47321 -0.83668 -5.31377  0.73
C: 2.71220 -1.38522 -5.71795  -0.74
C: 2.41165 -1.74372 -7.02373  -0.12
C: 1.13076 -2.15478 -7.35355  -0.07
C: 0.14872 -2.21744 -6.37736  -0.07
C: 0.44863 -1.86190 -5.07271  -0.15
C: 1.72627 -1.43911 -4.73919  -0.64
I: 2.14026 -0.86144 -2.73259  1.22
H: 3.18615 -1.69609 -7.77634  0.11
H: 0.90394 -2.42921 -8.37481  0.11
H: -0.85291 -2.54025 -6.62758  0.11
H: -0.31533 -1.93039 -4.30910  0.07
C: 0.20898 -5.56022 0.03074  -0.09
C: 0.21103 -4.90085 -1.18860  -0.09
C: 0.07028 -3.51957 -1.23545  -0.18
C: -0.10638 -2.72063 -0.09388  -0.32
C: -0.15622 -3.44808 1.11490  -0.20
C: 0.01634 -4.82448 1.18930  -0.10
H: 0.34204 -6.63360 0.07427  0.10
H: 0.34068 -5.46364 -2.10572  0.10
H: 0.10111 -3.06064 -2.22053  0.03
H: -0.36663 -2.92696 2.05187  0.07
H: -0.00943 -5.32492 2.15081  0.10
O: 2.92557 3.07987 -0.36359  0.11
C: 3.27318 1.92963 -0.24667  -0.42
N: 2.39646 0.85656 -0.07154  -0.02
C: 3.12360 -0.26065 0.11808  -0.62
O: 2.56621 -1.36500 0.31398  -0.17
C: 4.57267 0.02492 0.04091  -0.11
C: 5.67904 -0.78751 0.15500  0.02
C: 6.92601 -0.17910 0.02145  -0.05
C: 7.03409 1.18609 -0.21311  -0.05
C: 5.90410 1.99686 -0.32725  0.02
C: 4.67402 1.39203 -0.20105  -0.08
H: 5.58244 -1.84985 0.33779  0.13
H: 7.82178 -0.78164 0.09432  0.11
H: 8.01500 1.63166 -0.31409  0.11
H: 5.99277 3.05908 -0.51389  0.13

Output
energy relative to the best compared isomer or geometry (same formula, charge and spin) = 0.462 eV
HOMO-LUMO gap = 7.90 eV
E_LUMO = -2.7 eV
total charge = +1
F_max = 0.04833 hartree/bohr